Entry 1:
14
Properties=species:S:1:pos:R:3:forces:R:3 method="wB97M-V/def2-TZVPD" e_tot_ev=-8833.63047 multiplicity=1 e_lumo_ev=0.85 total_charge=0 homo_lumo_gap_ev=9.59 e_homo_ev=-8.737 e_above_lowest_kcal_mol=59.3
C -2.108177 1.188505 -0.291269 -2.4 1.0 0.3
C -0.827976 0.908482 -0.386059 1.1 3.1 -2.6
N -0.025547 -0.124498 0.007896 -1.2 -2.5 1.3
C 1.338151 0.029847 0.287931 0.8 1.5 0.9
C 2.391353 -0.661691 -0.146859 1.0 -0.7 0.1
C -0.644671 -1.303746 0.421361 -1.6 0.6 -0.7
O -1.828004 -1.573005 0.283217 1.7 0.2 0.3
H -2.580187 1.967229 -0.928859 1.2 -0.2 0.4
H -2.898200 0.868221 0.377273 0.5 -1.1 0.0
H -0.300998 1.668425 -1.039079 -0.2 -1.2 0.6
H 1.486582 0.830261 1.072157 0.3 -0.4 -1.5
H 3.384246 -0.221115 0.032778 -0.6 -0.3 0.6
H 2.515529 -1.683089 -0.592534 -1.0 1.3 -0.2
H 0.097899 -1.893825 0.902047 0.5 -1.3 0.5

Entry 2:
2
Properties=species:S:1:pos:R:3:forces:R:3 method="wB97M-V/def2-TZVPD" e_tot_ev=-71303.43632 multiplicity=1 e_lumo_ev=-20.85 total_charge=+3 homo_lumo_gap_ev=7.14 e_homo_ev=-27.989 e_above_lowest_kcal_mol=28.6
Hf 6.184128 -35.296338 -33.435334 3.2 2.4 -3.1
Br 7.850472 -34.032512 -35.063676 -3.2 -2.4 3.1

Entry 3:
57
Properties=species:S:1:pos:R:3:forces:R:3 method="wB97M-V/def2-TZVPD" e_tot_ev=-75106.85329 multiplicity=2 e_lumo_ev="2.51 / 2.51" total_charge=-1 homo_lumo_gap_ev="5.92 / 5.91" e_homo_ev="-3.413 / -3.399" e_above_lowest_kcal_mol=6.0
O -0.424595 0.285922 0.243830 0.0 0.4 0.1
C 0.709111 -0.215512 -0.485215 -0.3 0.1 0.2
C 0.284780 0.574280 -1.727853 -0.3 0.1 -0.2
H 0.652544 -1.307575 -0.521563 0.3 0.2 -0.1
H 1.649221 0.104911 -0.023637 -0.1 -0.2 0.0
C -0.908814 1.086054 -0.864126 0.6 -0.7 0.5
H -0.004515 -0.077856 -2.560197 0.2 0.5 0.1
H 0.996536 1.363384 -2.015936 -0.3 -0.3 -0.2
C -2.284450 0.561215 -1.211609 -0.2 -0.1 -0.3
H -2.229443 -0.529954 -1.338041 -0.1 0.3 -0.1
H -2.670840 1.032818 -2.125765 0.0 -0.1 0.1
H -2.977986 0.764371 -0.384606 0.1 0.0 -0.2
C -0.922773 2.556096 -0.500983 0.0 0.4 -0.1
H 0.090900 2.942213 -0.327669 -0.2 -0.1 -0.1
H -1.505711 2.728939 0.415424 0.2 -0.2 -0.2
H -1.391165 3.144406 -1.303341 0.1 -0.1 0.1
Cu -0.104603 0.340603 3.151014 -0.1 -0.4 -0.4
C 0.717854 1.834724 4.283198 0.9 0.0 -0.5
C 1.803934 0.899920 4.174125 0.8 0.9 -0.3
C 2.276076 0.932062 2.827723 0.3 0.7 0.9
H 2.235520 0.341737 5.001811 -0.2 0.0 -0.3
C 1.505967 1.875418 2.098882 -0.1 0.7 0.8
C 0.518889 2.417128 2.971264 1.3 0.4 -0.2
H -0.203032 3.190028 2.718811 0.1 -0.3 0.1
H 0.191484 2.099719 5.193576 0.1 -0.1 -0.2
H 3.128622 0.376287 2.440194 -0.4 0.0 0.1
H 1.690617 2.202086 1.077143 -0.2 -0.3 0.2
C -1.649062 -0.118538 4.484680 -1.0 -0.7 -0.4
C -1.978480 1.101402 3.778014 -0.9 -0.5 -0.3
C -2.356876 0.752214 2.448268 -0.7 -0.3 0.6
H -2.031820 2.096329 4.212679 0.2 -0.3 -0.1
C -2.257405 -0.657084 2.318710 -0.8 0.3 0.4
C -1.851436 -1.198619 3.566554 -0.8 0.4 0.7
H -1.790329 -2.257399 3.818397 0.3 0.4 -0.2
H -1.387571 -0.189981 5.539480 0.0 0.0 -0.4
H -2.738141 1.452823 1.705910 0.3 -0.3 0.2
H -2.534635 -1.231924 1.433333 0.4 0.2 0.3
O 0.562503 -0.984955 -4.443063 0.5 -0.4 -2.4
C -0.009205 -0.069214 -5.417573 -0.1 0.5 0.6
C 0.285360 -0.541589 -6.849210 -0.1 -0.4 0.3
H 0.442518 0.923452 -5.249049 -0.2 -0.3 0.1
H -1.094628 0.006986 -5.237602 0.4 0.0 0.0
C 1.376946 -1.607710 -6.674834 0.1 0.5 0.3
H 0.618115 0.277334 -7.487096 -0.1 0.0 0.0
H -0.605375 -0.986373 -7.299497 0.0 0.1 0.0
C 1.228405 -2.036430 -5.209241 -0.4 -0.4 0.4
H 2.360753 -1.167264 -6.857350 0.0 -0.1 0.1
H 1.243120 -2.435611 -7.372954 0.1 0.0 0.2
H 2.197318 -2.257397 -4.743068 -0.3 0.1 0.0
H 0.604527 -2.948774 -5.177383 0.2 0.3 0.2
C 1.263968 -2.621513 4.006090 0.0 -0.1 0.6
C 1.153397 -2.299332 2.534185 -0.6 1.6 -1.8
O 1.567234 -3.140762 1.729962 0.2 -0.4 0.3
O 0.640127 -1.168817 2.122696 1.0 -2.2 0.8
H 2.312449 -2.851769 4.237909 -0.2 0.1 -0.1
H 0.688783 -3.536393 4.200235 0.1 0.2 0.0
H 0.915325 -1.826518 4.674387 0.0 -0.1 -0.2

Entry 4:
11
Properties=species:S:1:pos:R:3:forces:R:3 method="wB97M-V/def2-TZVPD" e_tot_ev=-7300.36181 multiplicity=1 e_lumo_ev=0.72 total_charge=0 homo_lumo_gap_ev=10.93 e_homo_ev=-10.208 e_above_lowest_kcal_mol=76.5
O 1.586245 0.849825 -0.928330 -0.3 0.1 0.5
C 1.007064 0.968919 0.121572 0.2 0.0 -0.3
C -0.474844 0.800350 0.302450 0.1 0.2 0.0
C -1.109231 -0.495360 0.577564 0.0 -0.2 0.2
O -1.196039 0.120854 -0.695427 -0.1 0.1 -0.1
H 1.548545 1.254878 1.047520 0.0 0.0 -0.1
H -0.955900 1.694159 0.708832 0.1 -0.1 0.0
H -2.030560 -0.503744 1.160249 0.2 0.0 -0.1
H -0.514127 -1.407054 0.619396 0.0 0.2 -0.1
H 1.028432 -1.282587 -1.546693 0.0 -0.2 0.0
H 1.110416 -2.000238 -1.367132 0.0 0.0 0.0

Among the records above, which one has the highest multiplicity? C21H31CuO4

Which of these has the highest multiplicity? C21H31CuO4

Repeat the fourth record exactly.
11
Properties=species:S:1:pos:R:3:forces:R:3 method="wB97M-V/def2-TZVPD" e_tot_ev=-7300.36181 multiplicity=1 e_lumo_ev=0.72 total_charge=0 homo_lumo_gap_ev=10.93 e_homo_ev=-10.208 e_above_lowest_kcal_mol=76.5
O 1.586245 0.849825 -0.928330 -0.3 0.1 0.5
C 1.007064 0.968919 0.121572 0.2 0.0 -0.3
C -0.474844 0.800350 0.302450 0.1 0.2 0.0
C -1.109231 -0.495360 0.577564 0.0 -0.2 0.2
O -1.196039 0.120854 -0.695427 -0.1 0.1 -0.1
H 1.548545 1.254878 1.047520 0.0 0.0 -0.1
H -0.955900 1.694159 0.708832 0.1 -0.1 0.0
H -2.030560 -0.503744 1.160249 0.2 0.0 -0.1
H -0.514127 -1.407054 0.619396 0.0 0.2 -0.1
H 1.028432 -1.282587 -1.546693 0.0 -0.2 0.0
H 1.110416 -2.000238 -1.367132 0.0 0.0 0.0